Run i
The following is a quantum chemistry calculation of 10 unconnected molecules or ions with the total composition C36H64N4O18, from OMol25.

Structure (XYZ):
```
122
Properties=species:S:1:pos:R:3:mulliken_charge:R:1
C -17.14800 2.43800 14.05900 -1.2526
C -15.72600 3.07300 14.22000 0.3341
C -15.12700 3.57500 12.92800 1.4084
O -14.72100 4.89800 13.25000 -0.2919
C -15.30200 5.27400 14.39200 0.4943
O -15.32500 6.41400 14.85800 -0.6251
O -15.92600 4.26800 14.96300 -0.3545
H -17.53400 2.08400 15.03300 0.3930
H -17.18300 1.59400 13.31800 0.3333
H -17.86700 3.14800 13.61600 0.1519
H -15.13000 2.31500 14.69500 0.3111
H -15.86300 3.66600 12.16100 -0.6234
H -14.34700 2.77600 12.61200 -0.3579
C -16.15500 7.95100 5.35500 -1.0149
C -16.56300 6.86100 4.25200 0.3573
C -15.46400 5.87600 3.80900 -0.4541
O -15.57800 4.77100 4.65500 0.0094
C -16.82700 4.78800 5.17400 0.4291
O -17.32700 3.81500 5.74500 -0.5297
O -17.49800 5.93400 4.89300 -0.3629
H -15.13800 8.39200 5.14100 0.3947
H -15.94300 7.65600 6.42800 -0.2687
H -16.91500 8.64500 5.47700 0.5257
H -16.98600 7.30700 3.38900 0.4795
H -14.35500 6.04100 4.03700 0.1729
H -15.57700 5.42600 2.81900 0.2199
C -14.86000 -0.11000 7.34400 -0.5783
O -15.06300 0.60900 6.14800 0.0934
C -14.87600 0.07200 5.06000 0.4207
O -15.00800 -1.25800 4.70400 -0.6931
O -14.76900 0.98200 4.07800 -0.0623
C -14.45200 0.60000 2.80100 -0.9618
H -15.21400 -1.15000 7.47800 0.3863
H -15.24100 0.50700 8.19600 -0.3575
H -13.83300 -0.20000 7.42400 0.7102
H -13.68700 -0.06600 2.93900 0.4484
H -14.16600 1.40300 2.10900 0.2348
H -15.32900 0.12400 2.42200 0.3146
C -18.64800 7.34300 8.09200 -0.7356
O -18.60700 8.06500 9.41200 -0.2839
C -18.10200 9.23300 9.38900 0.8447
O -17.29900 9.64700 8.29700 -0.6321
O -18.03500 9.80000 10.53600 -0.3600
C -17.20900 10.88300 10.70500 -0.3096
H -19.16500 6.46500 8.25200 0.4442
H -17.72800 7.04500 7.64400 0.0442
H -19.29200 7.84000 7.31200 0.3995
H -17.41200 11.62000 9.94200 0.3238
H -16.11200 10.59200 10.57700 -0.1153
H -17.30200 11.36200 11.64500 0.3527
C -12.50400 3.28800 4.90600 -0.1902
O -11.35600 4.12700 4.92300 -0.3679
C -11.22500 5.17400 5.65700 0.5510
O -12.25300 5.50800 6.47400 -0.2832
O -10.04600 5.85200 5.63800 -0.3860
C -9.84200 6.86100 6.62400 -0.3687
H -12.20200 2.28400 5.19600 0.2785
H -12.67900 3.11500 3.84300 0.2495
H -13.34700 3.68200 5.33800 -0.0435
H -8.85500 7.26600 6.45300 0.2610
H -9.90500 6.39100 7.59700 0.1652
H -10.61800 7.59400 6.51200 0.1476
C -17.90700 5.47000 11.52500 -0.6645
O -17.57100 4.59400 10.46900 -0.3046
C -16.52400 4.92700 9.72200 0.6744
O -15.76800 6.13800 9.73700 -0.0376
O -16.29800 3.88400 8.82100 0.1414
C -15.10400 3.83100 8.12900 0.4436
H -18.39200 6.32500 11.24800 0.2494
H -16.90600 5.73200 11.97500 0.2606
H -18.68700 4.95400 12.08500 0.2656
H -14.56000 4.73500 8.22600 -0.5835
H -15.23800 3.56500 7.08400 -0.1435
H -14.38700 3.13700 8.55900 -0.2371
C -12.77200 5.21000 10.20400 0.4814
C -11.38400 5.26300 10.95600 -1.0233
C -11.51800 5.50900 12.48600 0.0751
C -10.29300 5.98800 13.19000 -0.0558
N -9.44700 6.46500 13.82000 -0.4928
H -12.54400 5.25400 9.18600 0.1819
H -13.44200 6.01500 10.46700 -0.0909
H -13.39700 4.30900 10.48700 -0.2646
H -10.84200 6.09600 10.55500 0.5123
H -10.78900 4.34300 10.75900 0.3288
H -11.82200 4.55200 12.90200 0.1416
H -12.24200 6.32300 12.68700 0.2181
C -10.75100 1.16500 11.18200 -1.3595
C -11.66400 0.73000 10.05400 -0.1574
C -13.03900 0.19700 10.53600 -1.1158
C -14.23300 0.95700 10.49000 0.2889
N -15.20100 1.57300 10.45500 -0.2023
H -11.12300 2.01000 11.65800 0.2076
H -9.72200 1.41100 10.81500 0.3683
H -10.51000 0.30500 11.88100 0.3922
H -11.24300 0.11600 9.31600 0.5593
H -11.83300 1.65000 9.49200 0.0479
H -12.90200 -0.19800 11.54200 0.5935
H -13.27900 -0.69800 9.98400 0.4544
C -13.23100 10.02100 10.04700 -1.4896
C -14.01000 8.79400 9.49000 0.3197
C -13.27200 7.99600 8.50500 1.9132
C -13.11500 8.69800 7.25300 -0.2522
N -12.98100 9.24400 6.21700 -0.7891
H -14.00400 10.76700 10.50400 0.2020
H -12.76400 10.64000 9.29800 0.3621
H -12.45500 9.69600 10.65700 0.4454
H -14.95800 9.24800 9.13000 -0.0639
H -14.20900 8.16900 10.38600 0.0658
H -13.69600 7.10000 8.16100 -0.9694
H -12.29700 7.87400 8.86400 0.2614
C -18.14300 0.45000 7.00100 -0.8661
C -18.30800 0.07300 8.45700 -0.7072
C -18.68300 1.23800 9.29500 0.4576
C -18.99400 0.78800 10.64100 0.0553
N -19.21700 0.41100 11.71600 -0.5984
H -19.12300 0.61800 6.53000 0.5278
H -17.67900 -0.37800 6.51900 0.2556
H -17.44800 1.36500 6.89200 -0.0731
H -17.44600 -0.39700 8.93300 0.3102
H -19.15100 -0.52000 8.48900 0.5618
H -19.41900 1.81000 8.79100 0.5868
H -17.75500 1.80900 9.37600 -0.4888
```

The HOMO energy comes out at -9.963 eV. The spin multiplicity is 1. As for the structure (SMILES): C[C@H]1COC(=O)O1.C[C@H]1COC(=O)O1.COC(=O)OC.COC(=O)OC.COC(=O)OC.COC(=O)OC.CCCC#N.CCCC#N.CCCC#N.CCCC#N. The calculation puts the HOMO-LUMO gap at 0.3644 hartree.



Run ii
The following is a quantum chemistry calculation of 10 unconnected molecules or ions with the total composition C36H64N4O18, from OMol25.

Structure (XYZ):
```
122
Properties=species:S:1:pos:R:3:mulliken_charge:R:1
C 0.67167 4.10448 -3.09441 -1.5367
C 1.77267 3.13048 -3.21041 1.6909
C 1.52767 1.87448 -4.12341 0.7460
O 2.88867 1.80348 -4.58841 -0.3875
C 3.58567 2.89348 -4.39341 0.5508
O 4.70867 3.10548 -4.81141 -0.6296
O 2.92967 3.77348 -3.65341 -0.4367
H -0.33833 3.68848 -2.87541 0.0673
H 0.56767 4.54048 -4.09141 0.4778
H 0.87567 5.00848 -2.56541 0.4120
H 1.91867 2.73348 -2.16341 -0.5886
H 0.86067 2.07848 -5.00241 0.1929
H 1.26167 1.03848 -3.53341 -0.4740
C 1.53667 5.32948 2.73859 -1.2092
C 0.12267 4.69748 2.69159 0.2897
C -0.28933 4.21648 1.29159 -0.4154
O -1.15133 3.13448 1.49159 0.0126
C -0.98033 2.71048 2.76659 0.3339
O -1.55333 1.70048 3.15859 -0.4541
O -0.20633 3.54248 3.44559 -0.3983
H 1.78367 6.00148 3.54159 0.3885
H 1.65867 6.05548 1.85159 0.3081
H 2.33367 4.53648 2.56259 0.1917
H -0.52733 5.45548 2.97459 0.6208
H 0.62967 3.92048 0.75959 0.0612
H -0.79033 5.11248 0.88059 0.4024
C -7.38933 1.42548 -2.32141 -0.5673
O -6.36333 2.39548 -2.39441 -0.3822
C -5.30633 2.17348 -1.62241 0.6476
O -5.40533 1.32548 -0.46641 -0.4508
O -4.20033 2.75748 -1.96541 -0.3527
C -3.05933 2.57248 -1.17141 0.1956
H -7.74333 1.28548 -1.28341 0.2384
H -7.05033 0.49748 -2.74941 0.2621
H -8.25733 1.84648 -2.82541 0.2677
H -2.27033 3.28848 -1.47841 -0.0039
H -2.69533 1.51348 -1.11741 -0.2024
H -3.43033 2.74548 -0.08841 0.3381
C 2.30467 1.91348 2.54159 0.1037
O 3.55067 1.52448 1.94159 -0.4994
C 3.62667 1.41748 0.65359 0.6575
O 2.68067 1.99248 -0.16741 -0.3691
O 4.61867 0.70248 0.21059 -0.2850
C 4.71367 0.32548 -1.17341 -0.4638
H 1.58067 2.35648 1.89359 -0.4725
H 2.54967 2.32548 3.60359 0.5012
H 1.81067 1.02348 2.84559 0.0535
H 5.66467 -0.23352 -1.22341 0.3342
H 4.58467 1.20848 -1.82141 0.1332
H 3.87467 -0.34652 -1.40241 0.0625
C -0.16233 0.29948 0.07459 -0.0669
O -0.16833 -1.08752 -0.32041 1.2982
C 0.83767 -1.53652 -1.08441 -0.5152
O 1.65867 -0.64252 -1.78641 -0.4674
O 0.93067 -2.87652 -1.22341 0.0428
C 2.10367 -3.44852 -1.78041 -0.8087
H -1.02033 0.40348 0.67459 -0.1923
H -0.20633 0.96348 -0.79141 0.1143
H 0.76667 0.44648 0.67859 -0.4353
H 2.25367 -4.23352 -1.07941 0.3157
H 3.07067 -2.88152 -1.79541 0.2253
H 1.75067 -3.70452 -2.82141 0.2774
C 2.49167 -2.18252 2.12859 -0.5237
O 1.10867 -1.72252 2.22359 0.1525
C 0.16567 -2.52752 2.83659 0.0279
O 0.49867 -3.71052 3.53059 -0.6802
O -1.02633 -2.15952 2.64859 0.2451
C -2.00733 -2.69852 3.52259 -0.8291
H 2.51567 -3.03352 1.39859 0.2349
H 2.93767 -2.52752 3.06759 0.5074
H 3.12867 -1.39552 1.85759 -0.1587
H -1.87733 -2.44352 4.50459 0.4244
H -2.01233 -3.82252 3.40559 0.2673
H -3.01333 -2.27552 3.39259 0.2609
C -3.88133 -0.71452 1.61059 -1.3486
C -4.15933 0.31948 2.69559 -0.2911
C -5.65833 0.51548 2.99659 -0.4514
C -5.88033 -0.56452 3.95759 0.1942
N -6.08133 -1.42252 4.72559 -0.5303
H -2.74733 -0.88352 1.57159 -0.1072
H -4.19433 -0.53552 0.62159 0.5357
H -4.27833 -1.68152 1.65759 0.8457
H -3.80233 1.34248 2.35659 -0.2417
H -3.58433 0.21748 3.58459 0.7053
H -6.34133 0.34948 2.12959 0.1554
H -5.94133 1.49848 3.36459 0.4710
C -0.64433 -5.39052 0.61359 -0.7931
C -1.93833 -5.18452 -0.17741 -0.6837
C -2.45733 -3.69152 -0.00441 2.3920
C -3.73333 -3.52552 -0.79641 -0.0268
N -4.77233 -3.40052 -1.35241 -0.6221
H -0.74733 -5.43952 1.72659 0.2663
H 0.11667 -4.65352 0.44359 -0.0308
H -0.09233 -6.42852 0.39859 0.3405
H -2.72233 -5.89352 0.12259 0.3928
H -1.73033 -5.47952 -1.20641 0.3805
H -1.73733 -2.98052 -0.31941 -1.0693
H -2.51133 -3.50952 1.03059 -0.3468
C 9.07967 -1.90052 1.08159 -1.3930
C 7.91867 -1.93452 2.06059 -0.4814
C 6.65167 -1.37552 1.36659 0.0620
C 6.13267 -2.07652 0.20359 0.2117
N 5.69167 -2.66052 -0.70141 -0.5370
H 9.99267 -2.18952 1.52059 0.4217
H 9.18067 -0.90152 0.71259 0.3370
H 8.94867 -2.57052 0.27859 0.3726
H 8.20067 -1.29752 2.98159 0.3076
H 7.81667 -2.96652 2.34659 0.3186
H 6.79667 -0.37952 0.85759 0.2235
H 5.92167 -1.31352 2.11159 0.2807
C -3.96633 -0.91652 -3.09041 -2.2821
C -2.52433 -1.11252 -2.81941 1.6307
C -1.67233 -0.54052 -3.88241 -0.6167
C -1.77933 0.89548 -3.99941 0.3611
N -1.88733 2.07948 -4.11541 -0.6100
H -4.50733 -0.83252 -2.18741 0.3260
H -4.21133 -1.75252 -3.73541 0.3860
H -4.15833 0.01048 -3.56541 0.6678
H -2.35833 -2.18352 -2.65441 0.6383
H -2.23733 -0.66052 -1.88641 -1.0162
H -1.70733 -0.89952 -4.86141 0.6906
H -0.71433 -0.80952 -3.50241 -0.1160
```

The HOMO energy comes out at -10.237 eV. The spin multiplicity is 1. As for the structure (SMILES): C[C@H]1COC(=O)O1.C[C@H]1COC(=O)O1.COC(=O)OC.COC(=O)OC.COC(=O)OC.COC(=O)OC.CCCC#N.CCCC#N.CCCC#N.CCCC#N. The calculation puts the HOMO-LUMO gap at 0.3841 hartree.



Which of them is the least stable? Correct choice: run i.